(1)
Density functional theory data (the ωB97M-V functional and the def2-TZVPD basis) for C6H14N2 in the gas phase at a distorted geometry.

The geometry in XYZ format:
```
22
Properties=species:S:1:pos:R:3
H 1.494 3.049 1.143
H -0.293 1.556 1.577
C 0.121 1.473 0.560
H -1.033 -2.356 -0.810
C 0.173 0.026 0.260
H 1.990 2.383 -0.259
H -0.569 0.044 2.873
C 1.527 2.055 0.670
H -1.517 0.199 -1.581
H -0.889 -0.463 -3.023
N -1.354 -1.961 -1.679
H 1.132 -1.244 -1.323
H 2.283 1.407 1.116
N -0.315 -0.839 2.481
H -0.850 -1.600 2.865
H -2.317 -2.155 -1.898
H 0.283 -1.976 0.802
H 1.021 0.430 -1.645
C -0.861 -0.618 -1.935
C 0.458 -0.394 -1.181
H -0.515 1.974 -0.169
C 0.032 -0.987 1.155
```

Output
**M**: 114.19 g/mol
**Energy relative to the best compared isomer or geometry (same formula, charge and spin)**: 27.5 kcal per mole
**E_tot**: -9428.2917 eV
**SMILES**: CC/C(=C\N)CCN
**HOMO level**: -0.281 Eh
**Net charge**: 0
**Frontier orbital gap**: 8.66 eV

These are the Löwdin partial charges, in e, on atoms 1 to 6:
1 H 0.071
2 H 0.096
3 C -0.216
4 H 0.037
5 C -0.292
6 H 0.062

***

(2)
Density functional theory data (the ωB97M-V functional and the def2-TZVPD basis) for a molecular structure, C6H14N2 at a distorted geometry.

The geometry in XYZ format:
```
22
Properties=species:S:1:pos:R:3
N 0.646 -0.144 -0.772
H -0.905 -4.246 1.818
H -1.507 0.946 0.308
H -0.255 0.234 1.297
H 1.574 1.147 0.716
H -0.172 2.151 -1.343
C 1.825 2.162 -1.103
C -0.799 0.157 0.407
H -1.662 -1.364 -0.813
C 1.756 0.775 -0.285
H -0.275 0.548 -0.645
H 2.755 0.303 -0.320
H -2.511 -3.344 1.887
H 2.613 2.636 -0.498
H 2.289 1.907 -2.147
N 0.508 2.788 -0.998
H -2.686 -1.012 0.640
H 0.174 -2.259 0.828
H 0.616 3.442 -1.783
C -0.914 -2.304 0.931
C -1.611 -1.183 0.270
C -1.460 -3.342 1.602
```

Output
**M**: 114.19 g/mol
**Energy relative to the best compared isomer or geometry (same formula, charge and spin)**: 133.5 kcal per mole
**E_tot**: -9423.6970 eV
**HOMO level**: -0.320 Eh
**Net charge**: 0
**Frontier orbital gap**: 9.79 eV

These are the Löwdin partial charges, in e, on atoms 1 to 6:
1 N 0.007
2 H 0.045
3 H 0.099
4 H 0.081
5 H 0.079
6 H 0.026

***

(3)
Density functional theory data (the ωB97M-V functional and the def2-TZVPD basis) for C6H14N2 in the gas phase.

The geometry in XYZ format:
```
22
Properties=species:S:1:pos:R:3
C -0.492 1.001 -0.027
H 1.414 -2.742 1.498
H -1.341 2.769 -0.889
C -0.401 2.224 -0.905
H 0.384 2.894 -0.554
H -1.831 1.973 1.313
C 0.281 -1.244 0.760
N 1.524 -1.980 0.840
H -2.606 0.799 0.257
H 1.541 -0.504 -1.810
H -0.182 1.956 -1.937
H -1.657 0.251 1.643
H -0.635 -2.258 -0.765
N -0.782 -2.114 0.230
H -1.691 -1.681 0.341
H 1.847 1.138 -1.242
H 2.514 -0.239 -0.362
H 1.734 -2.396 -0.062
H 0.002 -0.997 1.792
C -1.711 0.993 0.852
C 0.433 0.038 -0.051
C 1.654 0.120 -0.922
```

Output
**M**: 114.19 g/mol
**Energy relative to the best compared isomer or geometry (same formula, charge and spin)**: 13.8 kcal per mole
**E_tot**: -9428.8863 eV
**SMILES**: CC(C)=C(C)C(N)N
**HOMO level**: -0.311 Eh
**Net charge**: 0
**Frontier orbital gap**: 9.41 eV

These are the Löwdin partial charges, in e, on atoms 1 to 6:
1 C -0.309
2 H 0.076
3 H 0.071
4 C -0.068
5 H 0.086
6 H 0.081

***

(4)
Density functional theory data (the ωB97M-V functional and the def2-TZVPD basis) for C6H14N2 in the gas phase at a distorted geometry.

The geometry in XYZ format:
```
22
Properties=species:S:1:pos:R:3
C -1.664 -0.592 0.685
H 0.368 3.005 1.251
C -1.303 -0.970 -0.778
H -2.456 -2.701 -0.365
H 0.331 -2.239 -0.805
H 1.824 3.096 2.276
C 1.149 1.013 -0.195
N -2.188 -2.077 -1.121
H 0.332 -1.099 -2.147
C 1.149 2.421 1.759
C 0.204 -1.182 -1.063
H -1.719 -0.096 -1.297
N 1.947 1.825 0.646
H -1.223 0.354 0.977
H 0.566 1.679 2.308
H -2.722 -0.321 0.722
H 2.700 1.327 1.107
H 0.606 1.688 -0.862
C 1.184 -0.304 -0.336
H -1.877 -2.538 -1.959
H -1.467 -1.402 1.387
H 1.921 -0.901 0.194
```

Output
**M**: 114.19 g/mol
**Energy relative to the best compared isomer or geometry (same formula, charge and spin)**: 39.4 kcal per mole
**E_tot**: -9427.7771 eV
**SMILES**: CN/C=C/C[C@H](C)N
**HOMO level**: -0.305 Eh
**Net charge**: 0
**Frontier orbital gap**: 9.43 eV

These are the Löwdin partial charges, in e, on atoms 1 to 6:
1 C -0.073
2 H 0.075
3 C -0.456
4 H 0.070
5 H 0.107
6 H 0.075

***

(5)
Density functional theory data (the ωB97M-V functional and the def2-TZVPD basis) for 2 unconnected molecules or ions with the total composition C6H14N2 at a distorted geometry.

The geometry in XYZ format:
```
22
Properties=species:S:1:pos:R:3
C -0.261 1.963 0.207
C 0.601 1.170 -0.682
H -0.421 1.299 1.125
H -1.320 -2.947 1.756
H -0.574 1.396 -2.514
C 0.196 0.779 -2.061
N -0.170 -0.310 2.061
C -1.292 -2.152 1.009
H 1.023 0.569 -2.735
H 2.105 1.003 0.669
H 0.870 -1.835 1.080
H 0.740 -0.012 2.412
H 0.219 -1.315 -1.450
C -0.262 -0.379 -1.194
H 2.514 0.497 -0.881
H -2.195 -1.549 1.101
H -1.272 -2.622 0.025
C -0.079 -1.300 1.220
H 0.215 2.890 0.527
H -1.341 -0.426 -1.115
H -1.232 2.174 -0.237
N 1.935 1.107 -0.322
```

Output
**M**: 114.19 g/mol
**Energy relative to the best compared isomer or geometry (same formula, charge and spin)**: 69.7 kcal per mole
**E_tot**: -9426.4602 eV
**SMILES**: CC1(N)CC1.[H]/N=C/C
**HOMO level**: -0.281 Eh
**Net charge**: 0
**Frontier orbital gap**: 8.60 eV

These are the Löwdin partial charges, in e, on atoms 1 to 6:
1 C -0.055
2 C -0.473
3 H 0.057
4 H 0.078
5 H 0.101
6 C -0.171

***

(6)
Density functional theory data (the ωB97M-V functional and the def2-TZVPD basis) for 3 unconnected molecules or ions with the total composition C6H14N2 at a distorted geometry.

The geometry in XYZ format:
```
22
Properties=species:S:1:pos:R:3
H 2.696 1.828 1.651
H -1.718 -2.490 -1.190
C 2.212 0.955 1.188
H -0.622 2.641 0.001
C 0.330 2.479 0.500
H 2.912 0.524 0.465
N -0.029 -0.827 0.143
H -0.929 0.783 -2.563
H 0.855 -0.310 -1.626
C -0.644 -2.573 -1.061
H -0.324 -3.287 -0.311
H 0.782 3.373 0.945
N -1.051 0.451 -1.622
H -1.928 0.578 -1.146
C -0.023 -0.174 -1.004
C -1.145 -0.713 1.076
H -0.775 -0.249 1.990
H -1.490 -1.719 1.316
H 2.066 0.202 1.968
C 0.926 1.302 0.538
H -2.011 -0.137 0.734
H -0.089 -2.639 -1.992
```

Output
**M**: 114.19 g/mol
**Energy relative to the best compared isomer or geometry (same formula, charge and spin)**: 150.9 kcal per mole
**E_tot**: -9422.9400 eV
**HOMO level (alpha / beta)**: -0.251 / -0.240 Eh
**Net charge**: 0
**Frontier orbital gap (alpha / beta)**: 7.64 / 7.35 eV

These are the Löwdin partial charges, in e, on atoms 1 to 6:
1 H 0.072
2 H 0.005
3 C -0.127
4 H 0.028
5 C -0.051
6 H 0.069

***

(7)
Density functional theory data (the ωB97M-V functional and the def2-TZVPD basis) for C6H14N2 in the gas phase at a distorted geometry.

The geometry in XYZ format:
```
22
Properties=species:S:1:pos:R:3
H 1.893 -1.777 -1.416
C 0.787 1.564 1.348
H 0.472 -1.068 -2.193
H 1.095 -0.900 0.826
N -0.045 1.310 0.201
H -0.310 3.298 -0.431
H 1.719 0.997 1.284
H 0.608 -3.239 0.271
H -1.562 2.701 0.680
C -0.727 -0.126 0.038
H -1.533 2.107 -0.981
N -1.938 -0.170 -0.258
H -0.807 -2.843 -0.723
H -0.862 -2.612 1.048
C 1.173 -0.962 -1.367
C -0.236 -2.562 0.159
H 1.696 -0.014 -1.476
C -0.901 2.419 -0.151
C 0.438 -0.998 -0.035
H -2.321 -1.079 -0.491
H 0.274 1.341 2.296
H 1.090 2.615 1.368
```

Output
**M**: 114.19 g/mol
**Energy relative to the best compared isomer or geometry (same formula, charge and spin)**: 37.6 kcal per mole
**E_tot**: -9427.8559 eV
**SMILES**: [H]/N=C(\C(C)C)N(C)C
**HOMO level**: -0.305 Eh
**Net charge**: 0
**Frontier orbital gap**: 9.28 eV

These are the Löwdin partial charges, in e, on atoms 1 to 6:
1 H 0.077
2 C -0.120
3 H 0.085
4 H 0.113
5 N -0.206
6 H 0.079

***

(8)
Density functional theory data (the ωB97M-V functional and the def2-TZVPD basis) for C6H14N2O in the gas phase at a distorted geometry.

The geometry in XYZ format:
```
23
Properties=species:S:1:pos:R:3
N -3.116 0.093 0.886
C -1.981 0.847 1.191
H -0.647 -0.850 2.125
H 0.537 1.220 0.896
H 1.689 -1.880 -0.848
H -1.139 -1.135 0.512
H 2.710 1.391 0.385
C -0.818 -0.334 1.241
C 2.881 0.888 -0.565
H -0.076 -2.204 -1.137
H 3.077 -0.204 -0.418
C 0.860 -1.542 -1.399
H 0.768 -1.691 -2.504
H -4.622 -0.218 -0.188
N -3.824 0.443 -0.057
H -2.150 1.126 2.214
H -0.304 0.285 -1.415
C 0.599 -0.014 -0.905
C 0.473 0.152 0.651
O 1.738 0.817 -1.349
H -1.632 1.642 0.582
H 3.691 1.452 -1.127
H 1.286 -0.284 1.231
```

Output
**M**: 130.19 g/mol
**Energy relative to the best compared isomer or geometry (same formula, charge and spin)**: 105.2 kcal per mole
**E_tot**: -11473.2102 eV
**SMILES**: [H]/N=N/CCC[C@H](C)OC
**HOMO level**: -0.332 Eh
**Net charge**: 0
**Frontier orbital gap**: 10.02 eV

These are the Löwdin partial charges, in e, on atoms 1 to 6:
1 N -0.130
2 C -0.191
3 H 0.079
4 H 0.111
5 H 0.036
6 H 0.101

***

(9)
Density functional theory data (the ωB97M-V functional and the def2-TZVPD basis) for 2 unconnected molecules or ions with the total composition C6H14N2O at a distorted geometry.

The geometry in XYZ format:
```
23
Properties=species:S:1:pos:R:3
H 1.125 2.398 -0.378
H 0.530 1.778 1.995
H 0.489 -1.304 -1.383
H -2.567 -0.694 -1.256
C 0.003 0.839 0.258
O 0.670 -2.055 0.496
H 2.848 -0.590 0.478
H 2.389 0.244 -1.022
C -1.210 0.189 0.164
H -0.700 -1.632 1.000
H -1.285 0.253 -1.999
C -1.959 0.202 -1.143
H -2.625 1.070 -1.194
C -1.602 -0.777 1.173
H 3.018 -1.402 -1.103
C 2.410 -0.717 -0.509
C 1.021 -1.271 -0.420
N 0.744 0.942 1.463
H 0.681 0.114 2.037
N 0.412 1.769 -0.724
H -1.461 -0.448 2.202
H -0.338 2.286 -1.158
H -2.594 -1.193 1.022
```

Output
**M**: 130.19 g/mol
**Energy relative to the best compared isomer or geometry (same formula, charge and spin)**: 61.1 kcal per mole
**E_tot**: -11475.1217 eV
**SMILES**: CC(C)=C(N)N.CC=O
**HOMO level**: -0.278 Eh
**Net charge**: 0
**Frontier orbital gap**: 8.42 eV

These are the Löwdin partial charges, in e, on atoms 1 to 6:
1 H 0.085
2 H 0.094
3 H 0.123
4 H 0.078
5 C -0.454
6 O -0.072

***

(10)
Density functional theory data (the ωB97M-V functional and the def2-TZVPD basis) for a molecular structure, C6H14N2O at a distorted geometry.

The geometry in XYZ format:
```
23
Properties=species:S:1:pos:R:3
H 2.682 0.335 -1.019
C -0.718 0.677 -0.524
N -2.158 -1.248 -0.760
C 2.178 0.252 -0.057
N -1.471 -0.364 0.129
H 0.584 -0.752 -1.516
H 2.671 0.996 0.568
H 3.314 -1.409 0.733
H 0.429 0.622 1.322
H -3.206 0.783 0.614
O 0.721 2.514 0.470
C -2.423 0.175 1.094
H 1.716 -1.212 1.477
C 0.395 0.293 -1.318
C 2.271 -1.139 0.538
H -2.897 -0.652 1.618
H -1.894 0.806 1.810
C 0.520 1.310 0.478
H -2.573 -0.739 -1.543
H -1.275 1.566 -0.835
H 0.766 1.015 -2.031
H -1.498 -1.923 -1.125
H 1.867 -1.908 -0.125
```

Output
**M**: 130.19 g/mol
**Energy relative to the best compared isomer or geometry (same formula, charge and spin)**: 143.6 kcal per mole
**E_tot**: -11471.5442 eV
**HOMO level**: -0.299 Eh
**Net charge**: 0
**Frontier orbital gap**: 8.68 eV

These are the Löwdin partial charges, in e, on atoms 1 to 6:
1 H 0.082
2 C -0.309
3 N 0.038
4 C -0.157
5 N -0.266
6 H 0.090